[1]
DFT (ωB97M-V/def2-TZVPD) results for a molecular structure, C40H82Cl22OSi.

Each line ends with the Mulliken charge.
Positions of all 146 atoms, in Å:
C  -0.34  0.71  -1.88  -0.26
C  0.41  0.18  -0.60  2.94
C  1.23  -1.15  -0.94  -1.36
C  2.49  -0.70  -1.74  1.96
C  3.37  -1.89  -2.29  -0.85
C  4.89  -1.54  -2.12  -0.75
C  5.31  -0.18  -2.87  1.51
C  5.67  -0.38  -4.40  -0.70
C  4.48  -0.13  -5.39  -0.94
C  3.65  1.17  -5.09  2.06
C  3.18  1.98  -6.33  -1.21
C  2.62  3.39  -5.92  -0.59
C  1.30  3.31  -5.07  -0.68
C  1.38  4.03  -3.67  -1.16
C  2.48  3.28  -2.80  1.99
C  2.26  3.43  -1.25  0.82
Si  3.65  4.36  -0.30  0.44
C  5.26  4.62  -1.30  -0.70
C  5.88  3.35  -1.90  0.16
O  6.58  2.57  -1.32  -0.50
H  -1.39  0.35  -1.85  -0.33
H  -0.26  1.82  -1.93  0.03
H  0.12  0.32  -2.82  0.22
H  -0.25  0.05  0.28  -0.16
H  1.20  0.94  -0.36  -2.10
H  1.47  -1.67  0.02  0.22
H  0.57  -1.85  -1.52  0.25
H  2.20  -0.07  -2.61  -1.21
H  3.13  -0.10  -1.04  0.04
H  3.10  -2.18  -3.33  0.28
H  3.18  -2.80  -1.66  0.43
H  5.51  -2.42  -2.47  0.33
H  5.05  -1.36  -1.02  0.27
H  6.26  0.14  -2.36  -0.28
H  4.58  0.63  -2.66  -0.90
H  6.58  0.21  -4.63  0.21
H  5.95  -1.45  -4.53  0.35
H  4.91  -0.03  -6.41  0.50
H  3.77  -1.00  -5.42  0.21
H  2.74  0.84  -4.52  -0.72
H  4.23  1.83  -4.40  -0.69
H  4.08  2.13  -6.98  0.45
H  2.40  1.44  -6.91  0.28
H  2.39  3.96  -6.86  0.35
H  3.40  4.00  -5.39  0.30
H  0.49  3.83  -5.65  0.42
H  0.98  2.25  -4.97  0.31
H  1.67  5.10  -3.82  0.31
H  0.43  3.95  -3.10  0.48
H  2.32  2.20  -3.03  -1.36
H  3.46  3.64  -3.17  -0.07
H  1.33  4.02  -1.12  0.82
H  2.10  2.44  -0.77  -1.87
H  3.99  3.63  0.93  -0.15
H  3.18  5.66  0.12  -0.14
H  5.12  5.44  -2.05  0.43
H  6.02  5.01  -0.57  0.37
H  5.61  3.13  -2.98  0.16
Cl  -1.49  -2.41  0.75  -0.14
C  -2.72  -1.28  1.36  -0.06
C  -3.94  -1.26  0.47  -0.34
Cl  -3.59  -0.52  -1.11  -0.28
H  -2.27  -0.30  1.44  0.29
H  -2.99  -1.62  2.36  -0.06
H  -4.72  -0.66  0.94  0.40
H  -4.33  -2.26  0.31  0.11
Cl  1.84  -4.86  5.15  -0.21
C  0.53  -5.24  4.00  -0.56
C  0.22  -4.08  3.08  -0.43
Cl  -0.51  -2.71  3.96  -0.07
H  -0.35  -5.53  4.58  0.33
H  0.85  -6.10  3.42  0.39
H  -0.49  -4.39  2.32  0.25
H  1.12  -3.72  2.58  0.37
Cl  -6.09  -3.82  1.80  -0.05
C  -7.43  -4.18  0.68  -0.26
C  -7.74  -3.02  -0.22  0.31
Cl  -8.45  -1.64  0.67  -0.23
H  -8.29  -4.47  1.28  0.36
H  -7.12  -5.04  0.09  -0.10
H  -8.47  -3.32  -0.97  -0.28
H  -6.85  -2.66  -0.74  0.28
Cl  -1.78  7.01  -0.17  -0.21
C  -1.25  6.29  1.37  -0.23
C  0.23  6.50  1.62  -0.53
Cl  1.25  5.58  0.48  -0.15
H  -1.50  5.23  1.35  0.32
H  -1.83  6.76  2.16  0.12
H  0.48  6.16  2.62  0.10
H  0.50  7.55  1.54  0.36
Cl  10.48  -2.49  -0.80  -0.20
C  10.35  -1.33  -2.15  -0.55
C  8.94  -0.85  -2.36  -0.37
Cl  7.87  -2.14  -2.97  -0.15
H  10.75  -1.81  -3.04  0.34
H  11.00  -0.49  -1.90  0.36
H  8.93  -0.05  -3.10  0.30
H  8.50  -0.46  -1.43  0.32
Cl  3.86  1.18  2.84  -0.17
C  2.26  1.37  3.59  -0.32
C  1.18  1.63  2.56  -0.25
Cl  1.35  3.24  1.80  0.14
H  2.32  2.17  4.32  0.34
H  2.04  0.44  4.12  0.18
H  0.20  1.61  3.04  0.35
H  1.19  0.88  1.77  -0.29
Cl  1.08  8.06  4.69  -0.14
C  -0.20  9.10  5.35  -0.46
C  -1.42  9.14  4.45  -0.42
Cl  -1.09  9.99  2.92  -0.16
H  0.21  10.10  5.51  0.33
H  -0.48  8.69  6.32  0.29
H  -2.22  9.68  4.94  0.37
H  -1.77  8.14  4.21  0.23
Cl  0.05  0.00  6.75  -0.20
C  0.58  -1.62  7.28  -0.15
C  -0.49  -2.34  8.06  0.32
Cl  -0.79  -1.59  9.65  -0.22
H  1.49  -1.50  7.86  0.42
H  0.82  -2.18  6.37  -0.10
H  -0.18  -3.37  8.25  0.37
H  -1.44  -2.37  7.52  -0.52
Cl  -5.72  -6.42  -2.04  -0.16
C  -5.22  -8.05  -1.53  -0.46
C  -6.32  -8.79  -0.80  -0.49
Cl  -6.66  -8.07  0.80  -0.17
H  -4.33  -7.96  -0.92  0.32
H  -4.96  -8.60  -2.44  0.32
H  -6.03  -9.82  -0.63  0.34
H  -7.25  -8.79  -1.37  0.31
Cl  -12.81  -5.31  -3.68  -0.18
C  -12.26  -3.89  -2.75  -0.41
C  -10.99  -3.30  -3.32  -0.49
Cl  -9.59  -4.37  -3.10  -0.18
H  -12.13  -4.19  -1.71  0.30
H  -13.06  -3.15  -2.79  0.30
H  -10.76  -2.36  -2.81  0.27
H  -11.09  -3.09  -4.38  0.37
Cl  -3.00  -3.83  7.07  -0.19
C  -4.29  -2.76  6.47  -0.50
C  -4.95  -3.32  5.24  -0.57
Cl  -3.85  -3.30  3.85  -0.13
H  -3.85  -1.78  6.28  0.30
H  -5.02  -2.65  7.28  0.43
H  -5.82  -2.71  4.97  0.31
H  -5.30  -4.34  5.39  0.38

Values from the calculation:
HOMO = -0.3316 Eh
Maximum force = 0.069 Eh/bohr
LUMO level = 0.27 eV
Total charge = 0



[2]
DFT (ωB97M-V/def2-TZVPD) results for a molecular structure, C40H84BrN5O5.

Each line ends with the Mulliken charge.
Positions of all 135 atoms, in Å:
C  30.11  13.47  14.40  -1.41
C  29.11  14.08  15.32  1.00
C  27.77  13.54  15.41  -0.67
C  26.90  13.58  16.71  -0.07
C  26.32  12.56  17.39  -1.01
C  29.18  11.77  18.14  0.68
N  29.74  12.05  16.94  0.45
O  30.78  11.71  16.47  -0.43
C  28.73  10.35  18.02  -1.35
C  29.38  12.70  19.37  -1.11
C  29.72  15.12  16.41  -1.28
H  29.85  12.53  13.90  0.35
H  31.09  13.55  14.81  0.45
H  30.21  14.27  13.62  0.42
H  27.89  12.43  15.42  0.23
H  27.30  13.71  14.45  0.52
H  12.96  20.52  4.37  -0.04
H  26.85  14.66  16.92  0.36
H  26.46  11.55  17.07  0.36
H  25.62  12.74  18.19  0.30
H  28.77  9.97  17.03  0.39
H  27.93  9.99  18.72  0.38
H  29.66  9.79  18.54  0.41
H  29.23  13.75  19.19  0.24
H  30.52  12.61  19.55  0.36
H  28.91  12.31  20.28  0.37
H  29.63  16.11  15.92  0.42
H  30.77  14.95  16.46  0.39
H  29.09  15.21  17.31  0.29
C  19.73  17.18  16.23  -1.45
C  18.34  16.76  15.81  1.10
C  17.14  16.93  16.77  -0.98
C  16.69  18.39  17.07  -0.79
C  16.21  19.05  15.76  -0.91
C  17.33  19.13  14.73  0.78
N  18.04  17.74  14.61  0.97
O  18.46  17.43  13.51  -0.39
C  18.47  20.18  15.09  -1.34
C  16.78  19.54  13.35  -1.87
C  18.43  15.33  15.20  -1.64
H  20.42  17.01  15.40  0.40
H  20.10  16.55  17.09  0.38
H  19.76  18.17  16.56  0.36
H  17.31  16.43  17.74  0.50
H  16.20  16.38  16.44  0.31
H  17.53  18.99  17.49  0.32
H  15.96  18.42  17.84  0.48
H  15.91  20.12  15.89  0.47
H  15.26  18.57  15.43  0.34
H  19.00  20.28  14.16  0.46
H  19.14  19.92  15.89  0.34
H  17.90  21.13  15.32  0.37
H  16.01  18.90  13.04  0.56
H  17.57  19.55  12.64  0.51
H  16.44  20.58  13.43  0.42
H  18.53  14.59  16.00  0.37
H  19.20  15.33  14.49  0.48
H  17.51  15.11  14.64  0.43
C  18.33  13.33  8.86  -1.82
C  19.33  12.26  8.33  1.15
C  18.72  10.75  8.27  -1.32
C  17.41  10.92  7.12  -0.51
C  17.95  11.02  5.92  -1.03
C  18.77  12.72  5.56  0.69
N  19.63  12.77  7.08  0.86
O  20.64  13.39  6.88  -0.45
C  17.65  13.80  5.74  -1.41
C  19.73  12.79  4.46  -1.45
C  20.58  12.01  9.29  -1.52
H  17.40  13.40  8.39  0.45
H  18.87  14.28  8.73  0.47
H  18.10  13.14  9.91  0.42
H  18.25  10.83  9.22  0.67
H  19.43  9.93  8.07  0.45
H  16.58  11.37  7.60  0.51
H  17.65  10.11  7.94  0.29
H  17.39  11.24  5.00  0.48
H  18.80  10.43  5.76  0.42
H  16.99  13.61  6.54  0.32
H  17.10  13.82  4.82  0.42
H  18.26  14.65  5.80  0.47
H  20.35  11.95  4.33  0.40
H  20.38  13.63  4.68  0.42
H  19.17  12.90  3.54  0.38
H  21.47  11.68  8.75  0.40
H  20.35  11.25  10.03  0.40
H  20.66  13.00  9.68  0.44
C  13.20  9.22  13.07  -1.54
C  14.03  8.61  14.17  1.08
C  13.84  9.13  15.57  -1.12
C  12.51  8.68  16.15  -0.69
C  12.57  7.28  16.44  -0.96
C  12.82  6.37  15.25  0.91
N  13.83  7.02  14.27  0.95
O  14.34  6.32  13.38  -0.33
C  11.45  6.13  14.42  -1.41
C  13.36  5.09  15.66  -1.68
C  15.49  8.73  13.78  -1.78
H  13.44  10.27  13.04  0.54
H  12.11  9.23  13.24  0.31
H  13.39  8.84  12.07  0.41
H  13.81  10.20  15.43  0.58
H  14.64  8.88  16.27  0.36
H  11.82  8.86  15.33  0.31
H  12.09  9.33  16.95  0.35
H  11.67  6.86  16.91  0.53
H  13.37  7.10  17.15  0.40
H  11.52  5.50  13.58  0.46
H  10.87  7.04  14.24  0.31
H  10.92  5.60  15.22  0.47
H  13.44  4.29  14.88  0.38
H  12.83  4.68  16.49  0.42
H  14.38  5.24  16.05  0.44
H  16.13  8.19  14.47  0.45
H  15.85  9.79  13.80  0.38
H  15.60  8.34  12.76  0.45
C  9.94  16.55  11.80  -1.38
C  11.00  17.60  11.65  0.44
C  11.04  18.73  12.63  -0.88
O  12.22  19.53  12.40  -0.36
C  12.14  20.95  12.53  -0.76
N  12.34  16.90  11.59  0.05
H  12.99  17.63  11.92  0.23
H  12.45  16.07  12.22  0.12
H  12.56  16.62  10.63  0.33
H  10.13  15.78  12.55  0.37
H  9.72  16.04  10.86  0.39
H  8.97  16.98  12.01  0.40
H  10.94  18.11  10.67  0.23
H  11.05  18.38  13.67  0.35
H  10.15  19.31  12.53  0.47
H  13.10  21.41  12.21  0.21
H  12.04  21.15  13.64  0.31
H  11.31  21.33  11.96  0.35
Br  14.14  14.80  13.21  -0.84

Values from the calculation:
HOMO = -0.4014 Eh
Maximum force = 0.157 Eh/bohr
LUMO level = -10.27 eV
Total charge = +4



[3]
DFT (ωB97M-V/def2-TZVPD) results for 14 unconnected molecules or ions with the total composition C40H84O26S8.

Each line ends with the Mulliken charge.
Positions of all 158 atoms, in Å:
C  -9.23  0.60  -2.08  -1.48
C  -8.88  -0.68  -2.80  0.46
C  -7.84  -0.50  -3.87  -0.39
O  -7.07  -1.70  -3.71  -0.34
C  -7.36  -2.29  -2.50  0.66
O  -7.00  -3.39  -2.16  -0.55
O  -8.25  -1.52  -1.83  -0.34
H  -9.43  1.35  -2.85  0.41
H  -8.33  1.05  -1.66  0.36
H  -10.09  0.57  -1.42  0.34
H  -9.82  -1.15  -3.10  0.28
H  -7.26  0.42  -3.84  0.32
H  -8.39  -0.53  -4.82  0.27
C  3.38  7.85  -7.78  -1.40
C  3.94  8.60  -8.94  0.55
C  2.89  9.32  -9.87  -0.53
O  3.51  10.52  -10.36  -0.31
C  4.35  10.87  -9.43  0.61
O  4.68  11.99  -9.21  -0.50
O  4.66  9.75  -8.59  -0.37
H  2.89  8.48  -7.04  0.34
H  4.19  7.34  -7.25  0.35
H  2.72  7.01  -8.01  0.38
H  4.45  7.92  -9.62  0.22
H  1.97  9.51  -9.31  0.30
H  2.71  8.60  -10.67  0.36
C  -4.20  -0.62  -15.54  -1.38
C  -2.85  -0.11  -15.02  0.43
C  -2.24  1.07  -15.82  -0.44
O  -1.85  1.94  -14.80  -0.32
C  -2.41  1.63  -13.65  0.71
O  -2.22  2.27  -12.60  -0.60
O  -3.14  0.53  -13.85  -0.33
H  -4.89  0.23  -15.57  0.33
H  -4.67  -1.33  -14.86  0.34
H  -4.33  -1.17  -16.47  0.37
H  -2.12  -0.86  -14.72  0.31
H  -2.89  1.51  -16.57  0.29
H  -1.36  0.72  -16.36  0.28
C  -4.00  17.73  -4.81  -1.19
C  -4.38  17.44  -3.40  0.46
C  -4.65  15.99  -3.00  -0.39
O  -3.79  15.72  -1.88  -0.33
C  -3.13  16.78  -1.52  0.71
O  -2.29  17.02  -0.64  -0.60
O  -3.41  17.77  -2.44  -0.41
H  -4.92  17.94  -5.35  0.34
H  -3.58  16.81  -5.22  0.30
H  -3.38  18.63  -4.85  0.32
H  -5.28  18.02  -3.19  0.22
H  -4.47  15.36  -3.87  0.30
H  -5.70  15.88  -2.70  0.27
C  1.39  14.88  4.60  -1.36
C  0.41  13.77  5.10  0.34
C  -1.02  14.21  5.24  -0.36
O  -1.69  13.13  4.61  -0.32
C  -0.88  12.35  3.86  0.66
O  -1.25  11.45  3.09  -0.59
O  0.40  12.76  4.09  -0.34
H  1.44  15.58  5.43  0.39
H  1.13  15.24  3.61  0.34
H  2.42  14.52  4.54  0.35
H  0.76  13.33  6.03  0.27
H  -1.19  15.15  4.73  0.29
H  -1.15  14.44  6.30  0.33
C  2.98  13.97  -1.51  -1.26
C  2.47  13.04  -2.68  0.34
C  1.02  12.43  -2.57  -0.44
O  0.45  12.84  -3.73  -0.30
C  1.12  13.70  -4.35  0.71
O  0.65  14.14  -5.36  -0.60
O  2.35  13.87  -3.83  -0.36
H  2.88  13.43  -0.57  0.38
H  2.44  14.91  -1.40  0.32
H  4.04  14.16  -1.68  0.34
H  3.06  12.17  -2.96  0.30
H  0.59  12.76  -1.62  0.26
H  1.02  11.35  -2.47  0.30
C  -5.71  6.30  5.12  -0.84
S  -7.28  6.90  4.42  0.49
O  -7.43  8.35  4.86  -0.62
C  -6.95  6.95  2.62  -0.89
H  -5.43  6.61  6.13  0.34
H  -4.92  6.66  4.46  0.26
H  -5.82  5.22  5.17  0.30
H  -6.16  7.67  2.45  0.30
H  -7.83  7.42  2.18  0.32
H  -6.76  5.97  2.18  0.33
C  -3.85  8.22  -4.21  -0.87
S  -2.93  7.66  -5.76  0.51
O  -3.48  8.43  -6.93  -0.61
C  -3.48  5.92  -6.00  -0.89
H  -4.78  7.67  -4.27  0.27
H  -4.00  9.30  -4.12  0.33
H  -3.30  7.88  -3.33  0.32
H  -3.26  5.28  -5.14  0.33
H  -3.01  5.52  -6.90  0.31
H  -4.56  6.03  -6.13  0.29
C  -1.41  1.96  2.54  -0.94
S  -2.30  1.97  0.91  0.50
O  -1.82  3.17  0.14  -0.60
C  -1.38  0.54  0.16  -0.88
H  -1.59  1.03  3.09  0.36
H  -1.70  2.81  3.15  0.32
H  -0.33  1.98  2.35  0.30
H  -0.37  0.60  0.56  0.26
H  -1.33  0.68  -0.92  0.32
H  -1.70  -0.46  0.44  0.36
C  5.40  6.27  1.06  -0.97
S  4.21  7.48  0.32  0.49
O  4.21  7.31  -1.23  -0.61
C  2.65  6.62  0.82  -0.90
H  5.25  5.26  0.69  0.32
H  5.49  6.26  2.15  0.35
H  6.39  6.45  0.65  0.35
H  2.27  6.85  1.82  0.36
H  2.76  5.54  0.89  0.28
H  1.85  6.75  0.09  0.34
C  2.91  2.28  -3.73  -0.85
S  3.34  1.65  -5.39  0.49
O  4.07  0.31  -5.12  -0.62
C  1.67  1.34  -6.09  -0.86
H  2.15  3.05  -3.88  0.30
H  3.73  2.79  -3.21  0.33
H  2.51  1.50  -3.09  0.28
H  1.86  0.83  -7.04  0.29
H  1.18  2.31  -6.23  0.33
H  0.97  0.82  -5.44  0.31
C  -7.88  2.97  -9.42  -0.86
S  -9.59  3.12  -8.60  0.47
O  -9.51  4.02  -7.36  -0.60
C  -10.14  4.30  -9.93  -0.92
H  -7.52  3.96  -9.70  0.26
H  -7.91  2.26  -10.25  0.34
H  -7.15  2.59  -8.70  0.32
H  -9.53  5.20  -9.86  0.31
H  -11.16  4.57  -9.65  0.31
H  -10.10  3.91  -10.94  0.35
C  -8.31  11.04  -7.38  -0.81
S  -9.57  12.40  -7.38  0.47
O  -9.05  13.57  -6.54  -0.61
C  -9.28  12.86  -9.19  -0.93
H  -8.77  10.28  -6.75  0.32
H  -7.38  11.44  -6.98  0.27
H  -8.16  10.57  -8.35  0.30
H  -9.50  11.95  -9.74  0.33
H  -8.26  13.12  -9.47  0.33
H  -9.90  13.66  -9.58  0.32
C  -4.01  7.52  -14.49  -1.08
S  -4.50  8.12  -12.85  0.53
O  -5.99  8.46  -12.99  -0.62
C  -3.44  9.64  -13.08  -0.90
H  -2.95  7.70  -14.70  0.40
H  -4.40  8.20  -15.25  0.39
H  -4.43  6.58  -14.87  0.32
H  -3.38  9.88  -14.14  0.29
H  -2.44  9.47  -12.67  0.33
H  -3.87  10.50  -12.55  0.34

Values from the calculation:
HOMO = -0.3191 Eh
Maximum force = 0.096 Eh/bohr
ΔE to the lowest compared entry with this formula, charge and spin = 143.8 kcal per mole
LUMO level = -0.08 eV
Total charge = 0



no.,Kohn-Sham gap (eV),electronic energy (eV)
1,9.296,-328228.816
2,0.658,-130511.984
3,8.607,-182747.227